A 12-piece molecular cluster, C75H154F11N9O16S5 overall at a distorted geometry, computed with ωB97M-V/def2-TZVPD.

Geometry as XYZ:
```
270
Properties=species:S:1:pos:R:3:forces:R:3
C 4.7223 1.6854 1.8137 -1.244 -0.794 -0.954
C 5.8016 1.1070 2.6869 0.843 1.063 0.346
C 6.8177 2.2583 2.9673 0.315 -0.661 -1.112
N 7.9175 1.9130 3.8892 0.870 -0.766 1.238
C 8.8960 3.0993 4.0471 -0.899 0.031 -2.020
C 10.0345 2.8156 4.9504 0.342 -0.517 1.916
C 10.7650 1.5205 4.5044 0.177 0.428 -0.369
C 9.8074 0.3441 4.3998 -0.405 -0.138 -0.693
C 8.6414 0.6761 3.4307 0.896 0.208 -0.099
C 7.3194 1.5947 5.2033 -1.018 -0.736 0.361
H 4.0765 0.8442 1.4760 0.219 0.342 0.155
H 5.1172 2.0912 0.8707 0.021 0.033 0.534
H 4.0878 2.4466 2.2786 0.389 -0.133 0.085
H 6.2622 0.2738 2.1400 0.108 0.239 0.165
H 5.4123 0.7108 3.6226 -0.210 -0.008 -0.020
H 6.4237 3.1820 3.3602 -0.798 -0.008 -0.091
H 7.2608 2.5167 1.9965 0.159 0.037 0.210
H 9.2988 3.1774 3.0333 -0.161 0.358 -0.101
H 8.2632 3.9855 4.2289 0.420 -0.380 0.243
H 10.6852 3.6987 5.0733 -0.148 -0.399 -0.597
H 9.6218 2.7179 5.9740 0.404 -0.223 -0.246
H 11.1551 1.6850 3.4881 0.110 0.118 0.215
H 11.6282 1.2269 5.1164 -0.337 0.427 0.060
H 10.3526 -0.5486 4.0374 -0.424 0.401 0.139
H 9.3862 0.1113 5.3763 0.138 -0.285 0.043
H 9.0002 0.9269 2.4123 -0.055 -0.353 0.473
H 7.8886 -0.1176 3.3779 0.367 0.139 -0.028
H 6.5206 2.3134 5.4150 0.507 0.091 0.266
H 8.0578 1.4455 5.9823 -0.057 0.718 0.007
H 6.8490 0.6067 5.1312 -0.041 0.232 -0.144
C 2.5350 1.6816 5.5202 0.541 -0.078 0.295
C 3.1086 0.2623 5.2047 -0.616 0.884 -0.073
C 2.0286 -0.7122 5.6730 -0.130 -0.432 -0.475
N 2.4096 -2.2143 5.7629 -0.247 1.633 -1.011
C 1.2961 -3.0083 6.4277 -1.087 1.585 -0.542
C 1.5951 -4.4620 6.4914 -0.619 -0.680 -0.688
C 1.9584 -5.0221 5.0942 0.492 -1.346 1.241
C 3.0996 -4.2656 4.4820 -1.099 1.505 -1.058
C 2.7222 -2.7639 4.3898 0.703 -0.290 0.693
C 3.5562 -2.2441 6.6224 1.740 -0.150 1.461
H 2.4484 1.8491 6.6066 -0.122 -0.159 -0.378
H 1.5339 1.7612 5.0631 0.399 0.192 0.184
H 3.1944 2.4884 5.1474 -0.386 -0.447 -0.076
H 4.0639 0.0763 5.6923 -0.016 0.405 -0.125
H 3.2390 0.2797 4.1078 0.073 -0.588 0.399
H 1.1849 -0.5264 5.0035 -0.105 -0.848 0.107
H 1.6839 -0.4893 6.6744 0.064 0.263 0.278
H 0.4477 -2.7455 5.7723 -0.039 -0.493 0.517
H 1.1463 -2.5626 7.4277 0.029 -0.094 -0.508
H 0.7129 -5.0362 6.8135 0.104 0.549 0.106
H 2.3398 -4.6212 7.2664 0.351 -0.339 -0.184
H 1.0731 -5.1568 4.4644 0.180 0.394 0.095
H 2.3403 -6.0169 5.3340 -0.234 -0.241 -0.386
H 3.2513 -4.4132 3.4283 0.036 -1.050 -0.595
H 4.0357 -4.5376 4.9558 0.216 0.578 0.230
H 1.8393 -2.5566 3.7619 0.180 -0.461 0.318
H 3.5632 -2.2215 3.9419 -0.162 0.254 0.410
H 4.3695 -1.5913 6.3103 -0.282 -0.109 -0.228
H 3.9841 -3.2324 6.6674 -0.091 -0.310 0.180
H 3.2482 -1.9270 7.6263 0.128 -0.160 -0.199
C 6.6584 1.2971 -1.2753 -1.078 -0.216 1.256
C 5.6969 2.0721 -2.1184 -1.486 0.624 -0.670
C 5.4804 1.2024 -3.3398 0.752 0.638 -0.535
N 4.5993 1.7546 -4.4851 0.977 -1.082 1.136
C 4.6348 0.7377 -5.6085 0.474 -0.798 0.199
C 3.6228 1.0422 -6.6811 1.151 -0.209 -1.148
C 2.2453 1.2874 -6.2019 -0.653 0.597 0.498
C 2.2915 2.4254 -5.1673 -0.517 -0.928 0.441
C 3.1918 1.9885 -4.0141 0.473 0.548 -0.408
C 5.2069 3.0046 -4.9574 0.096 0.572 -1.242
H 6.0720 0.4210 -0.9036 1.032 0.202 -0.265
H 6.8836 1.9224 -0.4056 0.502 -0.288 -0.128
H 7.5323 1.0484 -1.8728 0.179 -0.252 0.422
H 6.0787 3.0751 -2.3133 0.016 -0.048 -0.342
H 4.7137 2.1997 -1.6503 0.256 0.070 0.470
H 5.1623 0.2124 -2.9852 -0.270 0.167 -0.653
H 6.4865 1.1573 -3.7724 -0.320 -0.584 -0.388
H 4.4419 -0.2638 -5.1868 -0.118 0.467 0.281
H 5.6796 0.6721 -5.9862 -0.667 0.374 0.220
H 3.6111 0.1975 -7.3670 0.178 -0.171 -0.083
H 3.9609 1.8767 -7.2941 0.054 0.146 -0.059
H 1.8611 0.3778 -5.7349 -0.228 0.046 0.127
H 1.6191 1.4807 -7.0706 -0.253 0.223 0.250
H 1.3280 2.5995 -4.6990 -0.413 -0.054 -0.189
H 2.5926 3.4020 -5.5573 0.122 -0.252 -0.152
H 2.9132 1.0694 -3.4958 -0.358 -0.026 -0.195
H 3.2505 2.8056 -3.3079 0.091 0.033 0.443
H 6.2916 2.8911 -5.1036 -0.483 -0.021 0.153
H 4.9717 3.8423 -4.3245 0.115 0.077 0.622
H 4.7333 3.2467 -5.9091 0.349 -0.015 -0.034
C -4.9453 -2.8285 -3.6450 1.102 -0.323 0.378
C -5.9045 -1.6717 -3.4371 -0.101 0.277 0.874
C -6.0582 -0.8955 -4.7303 0.558 -1.825 -0.954
N -6.8266 0.3635 -4.7363 0.543 0.349 2.518
C -7.1477 0.7300 -6.0988 -0.145 1.954 -2.047
C -5.9159 1.1519 -6.8991 -0.153 -1.295 -0.909
C -5.1860 2.3165 -6.2966 0.058 -0.993 1.228
C -4.9121 1.9997 -4.8165 -0.406 -0.213 1.101
C -6.1090 1.5218 -3.9865 -0.224 0.311 -0.784
C -8.0798 0.1369 -4.0157 -0.472 -0.490 0.384
H -4.6604 -3.1887 -2.6388 -0.581 -0.550 -0.471
H -3.9595 -2.4599 -3.9692 -0.435 0.039 -0.486
H -5.2717 -3.6306 -4.3398 0.062 0.473 0.666
H -5.3794 -1.0199 -2.7208 -0.274 0.071 -0.001
H -6.8112 -2.0201 -2.9106 0.133 0.163 -0.622
H -6.4951 -1.5421 -5.5536 0.491 0.667 0.972
H -5.0151 -0.7006 -4.9745 -0.152 0.357 -0.671
H -7.7036 -0.0727 -6.5730 0.145 -0.309 0.057
H -7.8358 1.5836 -6.0985 -0.027 -0.051 0.448
H -5.3062 0.2572 -6.9984 0.524 0.112 -0.008
H -6.2027 1.3915 -7.9291 -0.282 -0.076 0.225
H -4.2027 2.4455 -6.7200 0.080 0.222 -0.578
H -5.8350 3.1693 -6.4637 0.260 0.586 0.371
H -4.1804 1.1924 -4.6297 -0.064 0.569 -0.914
H -4.4975 2.8543 -4.2942 0.084 0.331 0.087
H -5.7631 1.2597 -2.9547 -0.548 -0.438 -0.957
H -6.9508 2.2149 -3.8848 0.438 0.369 -0.034
H -7.8412 -0.1012 -2.9707 -0.289 -0.131 -0.433
H -8.5632 -0.6695 -4.5622 -0.367 -0.191 0.480
H -8.7054 1.0192 -4.0399 -0.040 0.187 -0.159
C -3.0784 -1.1899 -0.3011 0.573 -0.217 0.725
C -1.5514 -1.2816 -0.5202 -0.489 -0.630 -0.932
C -0.8457 -0.4556 0.5273 -1.532 1.322 0.124
N 0.5864 -0.1781 0.3879 0.568 -1.017 -0.650
C 0.9980 0.7439 1.4476 -0.157 0.725 1.344
C 0.3989 2.1695 1.3547 1.519 0.031 -0.576
C 0.7730 2.7801 -0.0225 0.339 -0.300 0.431
C 0.3137 1.8161 -1.1119 -0.764 0.160 -0.125
C 0.8905 0.4337 -0.9878 1.175 -0.427 0.807
C 1.2177 -1.5267 0.6016 0.342 -0.216 -0.975
H -3.5726 -1.5379 -1.1971 -0.233 -0.129 -0.200
H -3.3403 -0.1309 -0.1442 -0.144 -0.360 0.087
H -3.3967 -1.8112 0.5521 -0.026 0.417 -0.205
H -1.4653 -0.8333 -1.5256 0.644 -0.163 0.533
H -1.2326 -2.3439 -0.6091 -0.121 0.657 0.226
H -0.9836 -0.7503 1.5760 -0.292 -0.231 -0.395
H -1.3114 0.5233 0.4073 -0.185 -0.065 0.378
H 0.6215 0.3166 2.3726 -0.081 -0.253 0.264
H 2.0842 0.6906 1.5382 -0.056 0.444 -0.411
H -0.6859 2.0743 1.4311 0.086 0.386 0.541
H 0.9007 2.7236 2.1927 -0.959 -0.245 -0.676
H 0.3623 3.7606 -0.2509 -0.382 0.094 0.440
H 1.8516 2.9722 -0.0233 0.031 -0.371 -0.195
H -0.7868 1.7790 -1.0767 0.156 0.014 -0.202
H 0.5584 2.1912 -2.1021 0.080 0.012 -0.152
H 0.6038 -0.3118 -1.7179 -0.298 0.170 -0.092
H 1.9784 0.5141 -1.0691 -0.039 -0.235 0.284
H 0.6644 -2.1412 1.3094 -0.060 0.522 0.300
H 2.2793 -1.4922 0.8182 -0.041 0.375 0.059
H 1.1072 -2.0082 -0.3567 0.247 -0.438 -0.287
C 3.3940 -6.2873 -5.9548 -0.782 0.811 0.913
C 3.5624 -5.2121 -4.8410 -0.090 0.005 -1.334
C 4.1094 -3.9127 -5.5304 -0.176 -0.484 1.544
C 3.0656 -3.1274 -6.2549 -0.729 -0.092 -0.443
C 1.8679 -2.7970 -5.3778 -0.429 0.147 0.558
C 1.2253 -4.0210 -4.6575 -0.903 0.171 -0.734
N 2.2119 -5.0466 -4.1348 1.971 4.662 -6.519
O 1.9453 -5.6883 -3.2652 -1.660 -3.886 5.164
C 0.2283 -4.7438 -5.6208 1.225 -0.243 0.440
C 0.3724 -3.6540 -3.4605 0.363 -0.051 0.088
C 4.4112 -5.8532 -3.8237 1.128 -0.193 1.083
H 2.7230 -5.9255 -6.7269 0.116 -0.436 -0.266
H 3.0973 -7.2035 -5.4702 -0.577 -0.412 -0.254
H 4.3926 -6.4511 -6.2980 0.502 -0.020 -0.610
H 4.8502 -4.2457 -6.2302 0.520 -0.323 -0.282
H 4.6254 -3.3287 -4.7692 -0.099 0.205 0.075
H 2.7173 -3.6892 -7.1406 0.003 0.097 0.319
H 3.4792 -2.2167 -6.6891 0.087 0.089 0.183
H 1.0943 -2.3413 -6.0330 0.211 -0.247 0.695
H 2.0637 -2.0703 -4.5613 0.389 -0.170 -0.566
H 0.7338 -5.3474 -6.3674 -0.135 -0.003 -0.190
H -0.3589 -3.9698 -6.0924 -0.212 0.090 -0.121
H -0.3752 -5.3636 -4.9783 -0.436 -0.454 -0.250
H 1.0051 -3.2634 -2.6499 -0.444 0.063 -0.189
H -0.1646 -4.5596 -3.1501 0.043 0.510 0.259
H -0.3263 -2.9415 -3.8756 -0.296 0.372 0.356
H 5.4033 -6.0233 -4.2464 -0.045 0.065 0.179
H 3.9694 -6.8122 -3.5777 0.274 -0.252 0.128
H 4.4744 -5.2833 -2.8942 0.207 0.101 -0.167
C -7.5063 5.8444 2.2831 -0.151 0.035 -1.099
C -6.0793 5.3835 2.5080 0.893 -0.073 2.377
C -5.9677 4.1374 3.4202 0.139 -2.272 -1.535
C -4.6255 3.3336 3.3346 0.121 1.453 -1.047
C -4.2804 2.9981 1.8581 -1.833 0.624 -0.174
C -4.2821 4.2418 0.9163 2.852 1.246 0.457
N -5.3346 5.2915 1.0994 2.954 -12.359 15.009
O -5.6231 5.9640 0.3538 -4.581 11.757 -13.316
C -4.2220 3.9984 -0.5735 -0.761 -0.174 -0.453
C -2.9252 5.0672 1.2794 -0.750 -0.587 -0.389
C -5.3242 6.5107 3.2620 0.246 1.186 -1.028
H -8.0409 6.0274 3.2257 0.409 -0.219 -0.201
H -8.0667 5.1117 1.6776 0.053 0.218 0.336
H -7.4873 6.7956 1.7275 -0.205 -0.298 0.234
H -6.7103 3.3616 3.1595 -0.263 0.555 -0.087
H -6.2139 4.4565 4.4245 0.152 0.079 0.176
H -4.5967 2.4255 3.9246 -0.195 0.000 0.159
H -3.8499 3.9977 3.6802 0.532 -0.013 0.493
H -5.0482 2.3137 1.4768 0.039 -0.116 -0.017
H -3.3232 2.4904 1.7300 0.010 0.146 0.207
H -5.1877 3.5207 -0.8695 0.790 0.106 -0.136
H -3.3638 3.3402 -0.7930 -0.481 0.339 -0.094
H -4.1495 4.9772 -1.1080 0.218 -1.034 0.224
H -2.8725 5.3614 2.3407 0.181 -0.392 -0.629
H -2.7694 5.9544 0.6345 -0.231 -0.513 0.297
H -2.2060 4.2810 1.0106 0.305 0.636 0.398
H -4.2333 6.4821 3.2178 -0.129 -0.348 -0.113
H -5.5405 6.6042 4.3486 -0.493 -0.096 -0.976
H -5.6141 7.3938 2.6561 0.305 0.170 1.045
C -5.9845 -0.2962 3.3755 -0.954 -0.293 -0.110
C -7.0772 -1.3326 3.3158 0.321 -1.985 0.588
C -8.5023 -0.8584 3.5652 0.214 0.654 0.003
C -9.5244 -1.9595 3.3196 0.471 0.440 0.297
C -9.5309 -2.3845 1.8740 -0.194 -0.106 -0.965
C -8.1530 -2.8582 1.3320 -0.665 -2.122 2.651
N -6.9701 -2.0295 1.9363 -13.500 -0.621 7.763
O -6.0494 -1.9923 1.4088 13.273 0.516 -7.803
C -7.9056 -2.9266 -0.1259 -0.415 1.105 -0.377
C -7.9145 -4.3731 1.9047 -0.633 1.251 -0.417
C -6.6554 -2.5193 4.3423 0.296 1.346 -0.964
H -5.0200 -0.7398 3.1968 0.404 0.079 0.052
H -6.0557 0.0575 4.3933 0.359 0.493 0.218
H -6.2059 0.4821 2.6549 0.174 0.462 -0.030
H -8.7267 0.0837 3.0181 0.118 -0.578 0.056
H -8.4611 -0.5788 4.6170 -0.345 0.097 0.132
H -10.5272 -1.6620 3.6508 0.297 -0.103 -0.135
H -9.1945 -2.8003 3.9207 -0.360 -0.231 0.263
H -10.0047 -1.6359 1.2265 0.384 0.180 0.076
H -10.2021 -3.2422 1.8008 0.114 -0.101 -0.208
H -7.8922 -1.8906 -0.4909 0.269 -0.261 -0.403
H -8.7353 -3.4196 -0.6042 -0.291 -0.289 -0.135
H -6.9933 -3.4691 -0.3299 0.189 0.093 -0.319
H -8.7160 -5.0405 1.5107 0.740 0.632 -0.074
H -7.9476 -4.4732 2.9916 -0.038 0.115 -0.409
H -6.9352 -4.6126 1.5238 0.293 -0.741 0.072
H -7.1551 -3.4469 4.1304 -0.105 -0.072 0.236
H -6.9352 -2.1572 5.3389 0.273 -0.179 -0.197
H -5.5627 -2.6703 4.2298 -0.595 0.064 0.327
N -1.4437 -1.3914 3.7896 1.619 -3.801 -1.104
S -1.8480 -2.9923 3.6031 -2.508 3.439 3.433
O -3.2633 -3.0972 3.4385 -0.204 -0.111 -0.180
O -1.1918 -3.9109 4.4472 0.742 -0.218 0.818
F -1.2659 -3.2704 2.2656 1.496 0.033 -3.190
S -2.0926 -0.2946 4.6462 -2.871 -1.260 -1.122
O -2.8154 -0.6803 5.7965 0.247 -0.534 1.011
O -2.7666 0.6001 3.7792 -0.906 1.569 -1.211
F -0.8791 0.5007 5.0522 2.219 1.076 1.159
C -1.4231 0.0950 -4.1320 -0.307 0.952 1.998
F -0.1382 0.1134 -3.7518 -0.257 0.032 0.377
F -1.9484 -1.0862 -3.7509 -0.061 0.736 0.296
F -2.0775 1.1623 -3.4457 0.875 -2.106 -0.503
S -1.5242 0.3516 -5.8509 1.100 -0.839 -4.400
O -2.9108 0.1046 -6.1870 -0.238 0.222 0.618
O -1.0423 1.7076 -6.0013 -0.277 -0.380 0.382
O -0.6343 -0.6931 -6.4037 -0.764 1.138 1.258
C 3.6329 5.1437 1.2255 -1.113 0.733 0.131
F 2.4743 4.7633 1.9106 1.178 -0.257 -1.061
F 4.0872 4.1468 0.4413 -0.633 -0.167 0.256
F 3.2551 6.1210 0.3903 0.118 -0.202 0.363
S 4.9009 5.6308 2.4417 1.314 0.172 2.032
O 4.3312 6.6831 3.2464 -0.049 -0.048 -1.192
O 5.0673 4.4078 3.2279 -0.842 -0.454 -0.055
O 6.0799 5.8643 1.6464 -0.437 0.496 -0.491
C 5.1315 -2.9373 -0.2816 1.114 -0.511 1.009
F 5.5928 -4.1529 -0.5570 -0.080 0.034 0.119
F 4.3515 -3.0011 0.8142 0.217 -0.118 0.551
F 6.1990 -2.1547 -0.0031 -0.864 -0.204 -0.193
S 4.0937 -2.3481 -1.5861 -0.324 0.848 -3.109
O 3.5847 -1.0759 -1.1012 -0.218 -0.115 0.441
O 4.9910 -2.1691 -2.7176 -0.096 -0.226 0.361
O 3.1100 -3.4100 -1.7949 0.285 0.587 0.607
```
Forces are in eV/Å.

## Properties
Charge: +4

***

A 2-piece molecular cluster, C9H14S overall at a distorted geometry, computed with ωB97M-V/def2-TZVPD.

Geometry as XYZ:
```
24
Properties=species:S:1:pos:R:3:forces:R:3
C 2.7900 -2.7460 0.9532 0.495 0.632 -0.375
C 2.2347 -1.5893 0.1483 0.132 0.657 0.968
C 2.6892 -0.2913 0.4801 -0.115 -0.678 -0.271
C 2.0488 0.8211 -0.0007 0.237 0.417 -1.205
C 0.9993 0.7086 -0.9325 0.405 0.290 0.717
C 0.6416 -0.5428 -1.3493 -0.647 -1.683 0.490
C 1.2075 -1.6921 -0.7620 0.474 0.349 -0.128
H 2.0525 -3.5216 1.1315 0.061 -0.129 -0.018
H 3.1669 -2.3428 1.8918 -0.314 -0.154 0.261
H 3.6923 -3.1410 0.4892 -0.117 -0.410 -0.283
H 3.5672 -0.1929 1.1028 -0.043 0.068 0.253
H 2.4632 1.8090 0.1676 -0.188 -0.016 0.431
H 0.4476 1.6038 -1.1835 0.086 -0.106 -0.422
H -0.2077 -0.8061 -1.9681 -0.036 0.751 -0.341
H 0.8474 -2.6801 -1.0107 -0.204 -0.022 -0.157
C -2.7386 1.8439 1.5842 -0.452 -0.413 -1.138
S -2.1116 0.9156 0.1388 -0.451 0.158 0.463
C -3.6073 1.0864 -0.8352 -0.213 0.174 -0.937
H -3.6013 1.3235 1.9726 -0.107 -0.381 0.361
H -1.9586 1.8993 2.3237 0.162 0.400 0.189
H -3.1406 2.7787 1.1946 0.532 0.372 0.393
H -3.5614 0.4285 -1.7027 0.063 -0.366 0.219
H -3.7110 2.0656 -1.3022 0.153 0.331 0.328
H -4.5264 0.8919 -0.2873 0.087 -0.240 0.203
```
Forces are in eV/Å.

## Properties
Structure (SMILES): Cc1ccccc1.CSC
Charge: 0
Energy relative to the best compared isomer or geometry (same formula, charge and spin) (eV): 0.523

***

CH2IOP as an isolated structure at a distorted geometry, computed with ωB97M-V/def2-TZVPD.

Geometry as XYZ:
```
6
Properties=species:S:1:pos:R:3:forces:R:3
C -0.4564 0.6045 -0.0894 -1.168 2.089 1.197
O -0.4550 1.7711 0.1950 0.217 -1.789 -0.720
P 0.8554 -0.4508 -0.6890 1.823 0.689 -0.222
I -2.2665 -0.5620 0.1502 -0.568 -0.062 -0.028
H 1.7253 0.1472 0.2927 0.085 -0.234 -0.659
H 0.5972 -1.5100 0.1404 -0.388 -0.692 0.432
```
Forces are in eV/Å.

## Properties
Charge: 0
Energy relative to the best compared isomer or geometry (same formula, charge and spin) (eV): 0.434

***

Kohn-Sham gap: 5.653; 9.417; 9.882 (eV)